The following is a DFT calculation (the ωB97M-V functional and the def2-TZVPD basis) of a structure of composition C18H16N4O4ReS.

Calculated values
Total charge: +2
Frontier orbital gap (alpha / beta) (eV): 7.17 / 6.23
Calculated total energy (hartree): -1691.3111
2S+1: 2

Last column: Löwdin spin population.
Element x y z (Å)
Re -0.04 -0.56 0.23  0.00
O -1.39 -4.28 0.50  0.00
C -1.08 -3.20 0.12  0.00
N -0.51 -2.19 0.97  0.00
C -0.73 -2.33 2.42  0.00
C -1.19 -0.99 2.89  0.00
C -1.71 -0.76 4.15  0.00
C -2.16 0.51 4.48  0.00
C -2.09 1.52 3.53  0.00
C -1.55 1.23 2.30  0.00
N -1.10 0.00 1.98  0.00
C -1.31 -2.68 -1.26  0.00
C -1.87 -3.46 -2.25  0.00
C -2.16 -2.87 -3.47  0.00
C -1.88 -1.53 -3.64  0.00
C -1.31 -0.81 -2.60  0.00
N -1.02 -1.37 -1.43  0.00
H -1.45 -3.12 2.63  0.00
H 0.21 -2.60 2.91  0.00
H -1.77 -1.57 4.86  0.00
H -2.58 0.70 5.45  0.00
H -2.44 2.52 3.75  0.00
H -1.47 1.99 1.53  0.00
H -2.08 -4.50 -2.04  0.00
H -2.60 -3.45 -4.27  0.00
H -2.11 -1.02 -4.57  0.00
H -1.09 0.25 -2.71  0.00
N 1.64 -0.99 -1.07  0.00
C 2.02 0.42 -1.07  0.00
C 0.98 1.35 -0.87  0.00
C 1.27 2.71 -0.75  0.00
C 2.59 3.11 -0.85  -0.01
C 3.62 2.20 -1.06  0.00
C 3.33 0.84 -1.17  0.00
S 2.96 4.85 -0.71  -0.04
O 4.35 4.94 -0.38  0.19
O 1.94 5.40 0.13  0.23
O 2.75 5.44 -2.07  0.64
H 2.35 -1.54 -0.60  0.00
H 1.51 -1.39 -2.00  0.00
H -0.09 1.10 -0.94  0.00
H 0.49 3.44 -0.59  0.00
H 4.64 2.54 -1.12  0.00
H 4.13 0.12 -1.31  0.00